167
Properties=species:S:1:pos:R:3:forces:R:3 method="wB97M-V/def2-TZVPD" homo_energy_ev="-8.1 / -9.0" de_lowest_kcal_mol=0.0 energy_ev=-269169.9402 largest_force_ev_per_a=4.04 spin_multiplicity=2 e_lumo_ev="-0.3 / -0.3" homo_lumo_gap_ev="7.845 / 8.758"
C 1.553098 -1.496247 0.509520 0.587 0.775 -1.575
C 1.781994 -0.960996 -0.562110 -0.369 -0.001 1.779
C 2.015424 0.000162 -1.665815 0.047 -0.468 -0.168
C 2.007460 1.493540 -1.191974 -0.418 -0.054 1.204
C 3.368634 1.702121 -0.421827 -0.045 0.458 -0.373
C 4.273709 2.856170 -0.890930 0.030 -0.939 1.324
S 5.092839 2.605820 -2.496857 0.458 0.457 -0.654
C 5.274118 0.876391 -2.821543 -0.811 1.054 0.638
N 5.984698 -0.049451 -2.275015 0.017 0.203 -0.094
N 5.678314 -1.201399 -2.978118 0.307 -0.705 0.357
C 4.821370 -0.884273 -3.869541 -0.230 0.433 -0.151
O 4.520816 0.438541 -3.852504 -0.551 -1.765 3.361
C 0.893979 1.765660 -0.113766 0.591 1.122 -1.488
C -0.546478 1.771616 -0.651153 -1.315 -0.308 2.694
C -1.149697 0.351144 -0.831413 0.691 -0.193 0.072
C -1.409022 2.393225 0.510725 -0.432 -0.413 -0.542
N -0.755430 2.655003 -1.807233 0.450 -2.072 -0.672
O -1.959018 2.651641 -2.246305 0.031 0.782 0.195
C 0.260079 2.558852 -2.868740 0.622 1.459 -1.979
C -0.088805 1.500951 -3.968129 -0.829 0.517 0.680
C 0.173455 3.926415 -3.645540 0.330 -0.418 0.155
C 1.729197 2.495772 -2.357966 -0.205 -1.090 0.181
H 1.398338 -1.896921 1.490034 -0.019 -0.147 -0.323
H 3.012859 -0.233793 -2.064874 -0.312 0.155 -0.093
H 1.301284 -0.195077 -2.474421 0.122 0.124 0.152
H 3.973468 0.788738 -0.445242 -0.325 0.113 -0.105
H 3.150043 1.880075 0.641951 0.103 0.001 -0.259
H 5.069451 2.976537 -0.141422 -0.189 -0.013 -0.226
H 3.710536 3.797118 -0.874919 0.291 -0.105 -0.634
H 4.341160 -1.538380 -4.585039 0.113 0.226 0.051
H 1.096480 2.808508 0.204947 -0.071 -0.297 0.028
H 1.016097 1.150922 0.781859 -0.288 -0.147 -0.345
H -1.013508 -0.173995 0.128837 -0.095 0.337 -0.710
H -0.626346 -0.250332 -1.582549 -0.300 0.146 0.009
H -2.223203 0.391993 -1.040686 0.287 0.129 -0.198
H -1.062332 2.031083 1.483071 0.085 0.299 -0.224
H -2.436233 2.017029 0.399048 0.200 0.300 0.069
H -1.449452 3.486901 0.440831 0.258 -0.207 0.197
H -1.012172 1.877393 -4.432128 0.157 -0.359 0.104
H 0.667667 1.495282 -4.759554 0.092 -0.225 0.407
H -0.338192 0.518237 -3.562393 0.365 0.057 -0.249
H 1.121347 4.067474 -4.186637 -0.279 0.101 0.124
H 0.018423 4.748855 -2.935178 0.119 -0.111 -0.238
H -0.630405 3.906345 -4.388879 0.045 0.129 0.297
H 2.002777 3.531216 -2.111432 0.146 -0.407 0.257
H 2.338167 2.176153 -3.217201 -0.177 0.369 0.106
C -3.290478 -2.399212 3.478992 -0.251 -0.258 -0.450
C -2.111118 -3.337667 3.570311 -0.017 -0.161 0.557
O -1.013373 -2.593736 3.007505 -0.193 0.459 -0.267
S -1.210079 -1.037827 3.328499 -0.463 -0.601 0.198
O -0.431308 -0.701651 4.465210 0.081 0.322 -0.111
O -1.110079 -0.316020 2.106121 0.265 -0.011 0.545
O -2.747012 -1.098600 3.769852 0.435 -0.049 0.116
H -3.705014 -2.378204 2.468841 0.009 -0.015 0.014
H -4.075490 -2.650672 4.184450 0.066 0.204 0.096
H -2.270958 -4.259199 3.023901 0.201 0.115 -0.189
H -1.866735 -3.568255 4.609531 -0.034 -0.023 -0.018
C -8.792209 -2.015912 5.526527 -0.297 0.277 0.335
C -7.661781 -1.552952 6.416895 0.195 0.316 -0.371
O -6.990889 -2.760148 6.808810 -0.277 -0.339 -0.062
S -7.089735 -3.831663 5.618766 -0.386 0.539 0.087
O -5.887579 -3.781587 4.864624 0.018 -0.260 -0.060
O -7.600175 -5.043874 6.147945 0.257 -0.155 -0.008
O -8.240049 -3.106737 4.772076 0.484 0.011 0.127
H -9.630235 -2.398059 6.114788 0.017 0.007 0.002
H -9.148755 -1.227747 4.857630 0.388 -0.607 0.385
H -8.012618 -1.009757 7.290299 0.085 -0.224 0.143
H -6.950141 -0.933614 5.865698 -0.044 0.026 0.005
C 6.154114 -0.486434 1.002645 -0.117 0.119 -0.360
C 7.167386 0.594832 1.303336 0.433 -0.275 -0.075
O 6.705262 1.202291 2.512172 -3.291 -2.202 -0.783
S 5.975831 0.096165 3.410065 0.054 0.062 -0.717
O 6.901798 -0.382465 4.376142 -0.177 -0.024 0.200
O 4.692191 0.579836 3.770482 0.043 0.033 0.279
O 5.808032 -1.035155 2.279465 0.335 0.118 0.307
H 5.255783 -0.069899 0.555121 0.016 -0.055 -0.013
H 6.555568 -1.259712 0.353185 -0.061 -0.120 0.150
H 7.237425 1.331742 0.506813 -0.097 0.139 0.151
H 8.157227 0.172264 1.494190 0.003 0.022 -0.050
C 4.053253 0.873683 -9.124523 -0.308 0.180 -0.375
C 5.061708 1.965338 -8.843943 0.499 -0.304 -0.063
O 4.624022 2.557050 -7.618489 -0.585 -0.059 0.011
S 3.931515 1.435316 -6.694582 0.264 0.309 -0.903
O 4.878493 0.966234 -5.761589 0.568 0.699 -3.041
O 2.651341 1.904189 -6.306790 0.034 -0.021 0.167
O 3.747940 0.308868 -7.841523 0.345 0.313 0.203
H 3.131730 1.281854 -9.545948 0.034 0.019 -0.020
H 4.447228 0.108814 -9.789391 -0.012 -0.145 0.199
H 5.100579 2.709856 -9.634875 -0.114 0.151 0.170
H 6.060465 1.552006 -8.684439 -0.014 -0.017 -0.065
C 5.626218 6.417146 -5.088273 -0.305 0.205 -0.364
C 6.633807 7.495554 -4.752386 0.466 -0.296 -0.029
O 6.140577 8.086577 -3.547040 -0.450 -0.115 -0.069
S 5.390579 6.966228 -2.671227 0.192 -0.035 -0.446
O 6.294876 6.477811 -1.695362 -0.201 -0.099 0.182
O 4.099180 7.446238 -2.342316 0.042 0.052 0.225
O 5.251886 5.855636 -3.827323 0.340 0.240 0.226
H 4.732348 6.839574 -5.553081 0.032 0.008 -0.024
H 6.041298 5.648333 -5.736054 -0.025 -0.151 0.203
H 6.722238 8.243406 -5.536261 -0.122 0.163 0.174
H 7.618169 7.069310 -4.544316 -0.011 -0.016 -0.059
C -11.635068 -1.157552 0.800043 -0.519 0.175 0.051
C -11.003130 0.143031 0.354416 0.264 -0.192 -0.487
O -10.374487 0.658407 1.535228 -0.238 -0.244 0.374
S -9.861564 -0.560574 2.440505 -0.568 0.146 -0.843
O -8.484946 -0.773046 2.189138 0.099 -0.101 0.431
O -10.378494 -0.379439 3.754884 -0.021 0.355 -0.355
O -10.694496 -1.724836 1.720294 0.342 0.248 -0.048
H -12.571722 -0.982576 1.333583 0.004 0.007 -0.029
H -11.813230 -1.838274 -0.028466 0.195 -0.144 0.111
H -11.731611 0.850754 -0.031821 0.058 0.150 0.236
H -10.228378 -0.026079 -0.396485 -0.047 -0.011 -0.019
C -0.350686 -1.345565 -7.849035 0.034 0.615 -0.145
C 1.004803 -1.404980 -7.183252 0.179 -0.412 -0.009
O 0.721411 -1.421351 -5.766430 -0.603 0.115 -0.448
S -0.682777 -2.196781 -5.534089 0.345 0.210 -0.186
O -0.404028 -3.542882 -5.190962 -0.158 -0.028 0.154
O -1.529040 -1.370033 -4.752481 0.143 -0.184 0.090
O -1.189126 -2.174447 -7.055385 0.097 -0.295 0.217
H -0.754659 -0.330179 -7.833411 0.041 0.004 -0.022
H -0.324987 -1.708004 -8.874389 -0.115 -0.171 0.082
H 1.627274 -0.557183 -7.453001 -0.049 0.061 0.380
H 1.529348 -2.332326 -7.427129 -0.013 0.021 -0.052
C -5.868497 -8.032414 4.167081 -0.235 -0.232 -0.458
C -4.683741 -8.968295 4.262184 -0.166 -0.266 0.598
O -3.592968 -8.226086 3.697958 -0.190 0.498 -0.288
S -3.798475 -6.664038 4.012320 -0.606 -0.818 0.269
O -3.022533 -6.322455 5.149958 0.138 0.452 -0.185
O -3.704848 -5.947566 2.788784 0.267 0.085 0.014
O -5.335823 -6.734538 4.451503 0.454 -0.130 0.126
H -6.284104 -8.015922 3.156630 -0.010 -0.006 0.018
H -6.653675 -8.284029 4.875690 0.078 0.247 0.135
H -4.842838 -9.895402 3.716684 0.209 0.130 -0.236
H -4.437987 -9.195347 5.298756 -0.073 -0.003 -0.095
C 10.374908 3.679148 5.248288 0.404 -0.042 -0.262
C 9.853543 4.991555 4.700765 -0.153 0.231 0.447
O 8.918316 4.614690 3.687744 0.169 -0.364 -0.042
S 8.207557 3.228042 4.105819 0.526 0.283 0.212
O 6.959240 3.523213 4.707394 -0.103 -0.199 -0.063
O 8.322793 2.317239 3.032512 2.580 1.972 0.725
O 9.239794 2.811060 5.267276 -0.275 0.329 -0.011
H 11.128171 3.243467 4.587651 0.018 0.044 0.011
H 10.788377 3.783057 6.248670 -0.191 -0.136 0.067
H 10.641506 5.611945 4.281166 -0.108 -0.055 -0.226
H 9.316495 5.555659 5.467310 0.067 -0.001 0.027
C -4.335633 3.684876 -3.694351 0.525 -0.164 -0.094
C -4.272237 5.141040 -3.299955 -0.223 -0.047 0.514
O -4.788915 5.846558 -4.438847 0.027 -0.305 -0.345
S -5.907115 4.947122 -5.158280 0.400 -0.177 0.460
O -7.187544 5.370076 -4.714867 -0.138 -0.052 -0.237
O -5.581824 4.849142 -6.535621 -0.176 0.180 -0.094
O -5.560477 3.558540 -4.438564 -0.222 0.486 0.073
H -3.506996 3.414986 -4.349889 0.016 -0.024 0.070
H -4.342377 3.023811 -2.833517 -0.167 -0.074 -0.099
H -3.260709 5.465771 -3.072211 -0.007 0.102 -0.234
H -4.921900 5.351873 -2.447241 0.037 -0.023 0.012
C -0.707363 -7.780274 8.735642 -0.002 0.578 -0.137
C -1.635392 -7.763260 9.931363 0.331 -0.270 0.342
O -2.896878 -8.200238 9.412845 0.057 0.073 -0.452
S -2.649485 -9.250356 8.225484 0.425 0.370 0.358
O -2.769331 -10.564169 8.744336 -0.098 -0.123 -0.249
O -3.379933 -8.815183 7.090742 -0.195 -0.213 0.124
O -1.094456 -8.940183 7.989232 -0.256 -0.220 0.313
H -0.855741 -6.902197 8.103628 -0.002 -0.004 0.024
H 0.339009 -7.845777 9.023140 -0.014 -0.242 -0.104
H -1.725703 -6.775649 10.375686 -0.258 -0.002 -0.110
H -1.315902 -8.476955 10.694430 0.036 0.037 -0.004